{
  "formula": "C10H29ClCsF12LiNO7P3S",
  "method": "the ωB97M-V functional and the def2-TZVPD basis",
  "symbols": ["C", "C", "C", "C", "N", "P", "H", "H", "H", "H", "H", "H", "H", "H", "H", "H", "H", "H", "H", "C", "C", "C", "O", "C", "H", "H", "H", "H", "H", "H", "H", "H", "C", "S", "O", "C", "H", "H", "H", "H", "H", "H", "F", "P", "F", "F", "F", "F", "F", "Li", "O", "H", "H", "O", "Cl", "O", "O", "O", "Cs", "F", "P", "F", "F", "F", "F", "F"],
  "xyz": [[-0.86524, 0.74152, 0.33806], [-1.87429, 1.46060, -0.53124], [-3.16589, 0.67656, -0.70299], [-3.83434, 0.30213, 0.60509], [-5.16249, -0.40383, 0.50409], [-6.30957, 0.43243, -0.30215], [-0.12441, 0.21999, -0.25937], [-0.33812, 1.51746, 0.87486], [-1.28509, 0.07511, 1.08113], [-2.11539, 2.45090, -0.14081], [-1.44909, 1.61239, -1.52444], [-2.95000, -0.23091, -1.27888], [-3.81967, 1.28630, -1.34577], [-3.17617, -0.40140, 1.10208], [-3.88391, 1.16636, 1.27238], [-5.50967, -0.49391, 1.46147], [-7.42594, -0.38659, -0.41859], [-5.90394, 0.71705, -1.59262], [-6.74849, 1.62177, 0.29254], [-1.81465, 1.24292, -6.10915], [-0.56081, 0.37325, -6.01820], [0.26703, 1.11268, -4.95403], [-0.66067, 1.71181, -4.09212], [-1.97725, 1.66219, -4.64798], [-2.68823, 0.73309, -6.50979], [-1.61429, 2.11284, -6.73431], [-0.82749, -0.63124, -5.65063], [-0.02858, 0.27275, -6.98657], [0.88100, 1.89757, -5.41220], [0.92756, 0.45188, -4.37322], [-2.55948, 0.92695, -4.08110], [-2.45013, 2.63625, -4.54467], [3.27777, 1.84382, -0.34798], [3.39364, 0.05021, -0.27788], [2.02045, -0.42713, 0.05105], [4.36314, -0.14957, 1.19285], [2.66115, 2.11350, -1.20495], [2.81442, 2.20779, 0.57045], [4.27659, 2.26348, -0.46593], [3.84102, 0.29046, 2.04268], [5.34834, 0.30078, 1.07579], [4.47293, -1.22181, 1.35106], [5.69920, -2.73703, 2.06162], [5.55715, -3.00985, 3.72303], [5.34867, -4.53465, 3.11572], [6.24777, -3.76627, 5.00799], [7.01617, -2.21741, 3.78381], [4.14612, -3.27106, 4.50263], [4.92090, -1.45927, 3.73322], [1.55437, -0.96528, -6.57755], [-4.31550, 4.12420, -4.21087], [-4.84009, 4.92928, -4.26919], [-4.42359, 3.82437, -3.30314], [0.71231, 3.05211, 3.19206], [-0.65228, 3.48823, 3.08528], [-0.85964, 4.09261, 1.77147], [-0.96169, 4.44091, 4.11385], [-1.54100, 2.34087, 3.19664], [-0.27471, -3.36451, -6.73065], [3.08486, -6.90752, 6.26885], [2.74711, -5.58516, 7.20576], [1.71130, -5.35411, 5.93110], [1.57991, -4.79394, 8.08242], [2.48362, -6.67380, 8.42984], [3.30475, -4.07594, 6.88561], [4.33254, -5.71517, 7.69245]],
  "forces_ev_per_a": [[0.5, 0.6, -0.1], [-0.4, 0.0, 0.1], [-0.6, -0.2, -0.9], [1.1, 0.1, 0.3], [0.0, 0.9, 0.1], [-0.2, -0.3, 0.1], [0.0, -0.3, 0.1], [0.3, -0.1, 0.4], [0.0, 0.0, 0.1], [0.1, 0.0, 0.2], [0.0, 0.1, -0.1], [-0.1, -0.2, 0.1], [-0.2, 0.0, 0.1], [-0.1, -0.1, 0.2], [-0.2, 0.1, 0.0], [0.1, -0.6, 0.0], [-0.2, 0.1, 0.0], [0.1, 0.1, -0.1], [0.0, 0.1, -0.2], [0.0, 0.1, 0.0], [0.4, -0.4, 0.0], [0.2, 0.2, -0.1], [-0.1, -0.1, 0.0], [-0.1, -0.1, 0.1], [0.0, 0.0, 0.0], [0.0, 0.0, 0.0], [-0.1, 0.1, 0.1], [-0.2, 0.2, -0.1], [0.1, -0.1, -0.1], [0.0, 0.0, 0.1], [0.0, 0.0, 0.0], [0.0, 0.0, 0.0], [0.1, 0.1, 0.1], [0.0, 0.2, 0.2], [-0.2, -0.2, -0.5], [0.1, 0.0, 0.1], [0.0, 0.0, 0.0], [0.0, -0.1, 0.0], [0.0, 0.0, 0.0], [-0.1, 0.0, -0.1], [0.0, 0.0, -0.1], [0.1, 0.0, 0.1], [-0.6, 0.4, -0.2], [-0.2, -0.6, 1.0], [0.6, 0.0, 0.1], [-0.3, 0.4, 0.1], [0.1, -0.3, -0.6], [0.0, -0.1, -1.0], [0.5, 0.2, 0.2], [0.6, 1.1, 0.4], [-0.1, -0.2, 0.0], [0.1, 0.0, 0.0], [0.1, 0.2, 0.1], [0.0, 0.0, -0.1], [-0.2, -0.1, -0.2], [-0.1, 0.0, 0.0], [0.0, 0.0, -0.1], [-0.1, 0.0, -0.1], [-0.6, -1.0, 0.1], [0.6, 0.2, 0.1], [0.4, 0.3, 0.0], [-0.5, 0.0, 0.5], [0.3, 0.3, 0.2], [-0.4, -0.5, -0.6], [-0.3, -0.4, -0.6], [-0.2, -0.1, 0.5]],
  "lowdin_charge": [-0.077, -0.240, -0.252, -0.231, -0.242, 0.994, 0.045, 0.063, 0.076, 0.109, 0.089, 0.115, 0.066, 0.120, 0.138, 0.113, 0.007, -0.002, 0.018, -0.127, -0.253, -0.224, -0.095, -0.160, 0.122, 0.133, 0.044, 0.078, 0.138, 0.127, 0.124, 0.111, -0.257, 0.823, -0.534, -0.249, 0.033, 0.068, 0.052, 0.080, 0.073, 0.032, -0.264, 0.400, -0.215, -0.194, -0.227, -0.186, -0.231, 0.686, -0.057, 0.048, 0.032, -0.363, 0.618, -0.421, -0.361, -0.408, 0.998, -0.216, 0.372, -0.218, -0.228, -0.227, -0.181, -0.205],
  "energy_ha": -4087.84446,
  "spin_multiplicity": 1,
  "homo_lumo_gap_ev": 1.03
}